<P>
Entry from the OMol25 dataset: 2 unconnected molecules or ions with the total composition C2H8NO (the ωB97M-V functional and the def2-TZVPD basis).

Computed properties:
Total charge: +1
HOMO (eV): -15.85
Orbital gap (eV): 11.030

Each line ends with the natural charge from an NBO analysis.
Cartesian coordinates (Å):
N 0.871 -0.300 -0.941  -0.592
H 1.388 0.360 -1.507  0.437
H 0.713 -1.331 2.110  0.294
C 0.199 -1.154 1.161  -0.756
H -2.179 1.125 0.095  0.490
H 0.088 -2.168 0.771  0.259
H -1.681 1.638 -1.292  0.493
O -1.413 1.394 -0.411  -0.975
H 0.607 -1.161 -1.398  0.435
H -0.802 -0.935 1.569  0.298
H 1.032 0.842 0.764  0.253
C 0.767 -0.108 0.322  0.364

---

<Q>
Entry from the OMol25 dataset: 2 unconnected molecules or ions with the total composition C2H8NO (the ωB97M-V functional and the def2-TZVPD basis).

Computed properties:
Total charge: +1
HOMO (eV): -14.68
Orbital gap (eV): 10.897

Each line ends with the natural charge from an NBO analysis.
Cartesian coordinates (Å):
H -1.714 -0.620 -1.485  0.146
H -0.484 -2.564 0.277  0.274
H -2.171 -2.009 0.391  0.249
H 0.793 1.009 -0.069  0.474
H 0.954 2.476 0.821  0.445
O 0.152 -0.186 -0.968  -0.625
C -0.893 -0.767 -0.774  0.513
H 2.257 1.472 0.651  0.448
C -1.133 -1.699 0.362  -0.741
H 1.665 2.273 -0.690  0.453
H -0.841 -1.200 1.292  0.244
N 1.415 1.816 0.191  -0.880

---

<R>
Entry from the OMol25 dataset: 2 unconnected molecules or ions with the total composition C2H8NO (the ωB97M-V functional and the def2-TZVPD basis).

Computed properties:
Total charge: +1
HOMO (eV): -14.88
Orbital gap (eV): 9.172

Each line ends with the natural charge from an NBO analysis.
Cartesian coordinates (Å):
O 0.321 -2.916 -1.764  -0.963
H 1.191 -3.322 -1.849  0.482
H 1.223 1.928 0.693  0.246
C -0.985 0.675 -0.303  0.171
H -0.106 2.470 1.690  0.250
C 0.472 1.592 1.413  -0.453
H -0.015 -0.374 0.985  0.445
H 0.963 1.194 2.298  0.253
H -1.401 -0.231 -0.740  0.249
H -1.099 1.675 -0.729  0.230
H -0.162 -3.250 -2.528  0.481
N -0.401 0.558 0.834  -0.391

---

It turns out <Q> is the most stable, with the second structure 0.294 eV higher.

---

<P>
Entry from the OMol25 dataset: 9 unconnected molecules or ions with the total composition BrH16O8 (the ωB97M-V functional and the def2-TZVPD basis).

Computed properties:
Total charge: -1
HOMO (eV): -6.19
Orbital gap (eV): 9.223

Each line ends with the natural charge from an NBO analysis.
Cartesian coordinates (Å):
H 22.858 36.630 4.508  0.454
H 20.666 36.066 1.565  0.478
H 18.353 36.874 5.449  0.459
H 18.069 38.404 2.794  0.489
H 18.551 40.601 4.907  0.460
H 21.834 40.075 3.703  0.510
H 22.961 35.230 4.849  0.460
H 17.734 36.890 2.649  0.466
O 17.347 37.817 2.554  -0.958
H 20.960 41.316 4.595  0.450
O 23.706 39.002 1.269  -0.979
H 20.370 38.333 0.642  0.477
H 20.281 34.999 0.851  0.426
O 19.237 36.727 5.698  -0.945
O 21.823 41.112 3.883  -0.984
H 22.921 38.619 1.574  0.497
H 19.227 39.175 4.430  0.502
Br 20.952 37.892 3.090  -0.913
H 21.481 38.702 -0.275  0.465
O 21.004 35.283 1.133  -0.920
H 19.680 36.704 4.888  0.477
O 23.251 36.161 5.054  -0.916
O 18.400 39.586 4.873  -0.984
O 20.967 37.928 0.016  -0.947
H 24.511 38.745 1.794  0.474

---

<Q>
Entry from the OMol25 dataset: 9 unconnected molecules or ions with the total composition BrH16O8 (the ωB97M-V functional and the def2-TZVPD basis).

Computed properties:
Total charge: -1
HOMO (eV): -6.20
Orbital gap (eV): 9.392

Each line ends with the natural charge from an NBO analysis.
Cartesian coordinates (Å):
H 1.483 1.340 1.057  0.491
H 0.315 -1.325 1.389  0.474
O -0.315 -1.932 1.753  -0.943
H 1.904 1.166 2.489  0.458
H -2.278 0.401 -0.251  0.472
H 4.453 0.155 -0.152  0.456
H -0.676 -2.340 0.913  0.468
H 3.031 -0.170 -0.594  0.489
H -1.347 -1.087 -2.471  0.487
H 1.421 -3.062 -0.431  0.463
O 3.760 -0.519 -0.060  -0.950
H 1.186 -1.805 -1.310  0.488
H -1.496 -2.316 -3.288  0.459
H -0.856 1.189 1.055  0.479
H -3.674 0.511 -0.606  0.451
H -0.333 1.157 2.495  0.452
O -2.027 -1.571 -2.906  -0.952
O -3.129 0.239 0.113  -0.928
O -1.070 0.964 1.930  -0.943
O 1.577 -2.658 -1.237  -0.979
O -1.730 3.071 -0.258  -0.973
O 1.966 1.796 1.760  -0.960
H -0.954 2.733 -0.734  0.497
H -1.559 3.761 0.370  0.474
Br 0.348 0.304 -1.025  -0.927

---

It turns out <Q> is the most stable, with the second structure 2.187 eV higher.

---

<P>
Entry from the OMol25 dataset: 2 unconnected molecules or ions with the total composition CH5N3O2 (the ωB97M-V functional and the def2-TZVPD basis).

Computed properties:
Total charge: 0
HOMO (alpha / beta) (eV): -8.73 / -6.84
Orbital gap (alpha / beta) (eV): 8.758 / 4.894

Each line ends with the natural charge from an NBO analysis.
Cartesian coordinates (Å):
N -0.873 1.736 -0.007  -0.318
N 2.396 -0.235 0.134  0.383
H -1.508 -1.444 -0.076  0.236
O 1.954 -1.318 -0.216  -0.400
H -0.712 0.678 -1.503  0.404
H 0.174 -1.161 -0.488  0.275
H -0.589 -0.670 1.325  0.245
N -0.870 0.563 -0.498  -0.216
O 1.806 0.830 0.173  -0.424
H -1.048 1.694 0.989  0.318
C -0.730 -0.673 0.168  -0.501

---

<Q>
Entry from the OMol25 dataset: a single CH5N3O2 molecule (the ωB97M-V functional and the def2-TZVPD basis).

Computed properties:
Total charge: 0
HOMO (eV): -9.24
Orbital gap (eV): 10.166

Each line ends with the natural charge from an NBO analysis.
Cartesian coordinates (Å):
O -0.180 -1.061 0.065  -0.497
C 2.100 0.060 -0.114  -0.284
H 2.749 0.353 0.834  0.203
N -2.609 0.126 -0.079  -0.635
N -1.454 0.807 -0.046  -0.116
H -3.038 0.013 0.827  0.370
H 2.393 0.400 -1.114  0.216
O 0.848 0.890 -0.037  -0.363
N -0.348 0.150 0.045  0.518
H 1.892 -0.962 0.069  0.232
H -2.352 -0.777 -0.450  0.355

---

<R>
Entry from the OMol25 dataset: 3 unconnected molecules or ions with the total composition CH5N3O2 (the ωB97M-V functional and the def2-TZVPD basis).

Computed properties:
Total charge: 0
HOMO (alpha / beta) (eV): -8.87 / -8.87
Orbital gap (alpha / beta) (eV): 8.761 / 8.881

Each line ends with the natural charge from an NBO analysis.
Cartesian coordinates (Å):
C -0.028 -0.361 0.546  0.715
H -1.502 -0.682 -1.344  0.318
H 1.512 0.829 -1.743  0.491
N -1.323 0.307 -1.147  -0.832
O 1.872 0.219 1.231  -0.770
O 1.281 0.027 -1.253  -0.482
H 1.697 1.003 1.772  0.436
H -1.470 -1.425 1.251  0.409
N 0.539 0.519 -0.219  -0.016
H -2.039 0.614 -0.486  0.319
N -0.539 -1.050 1.392  -0.587

---

It turns out <Q> is the most stable, with the second structure 1.098 eV higher.

---

<P>
Entry from the OMol25 dataset: a molecular structure, C5H8O3 (the ωB97M-V functional and the def2-TZVPD basis).

Computed properties:
Total charge: 0
HOMO (eV): -9.49
Orbital gap (eV): 10.359

Each line ends with the natural charge from an NBO analysis.
Cartesian coordinates (Å):
H 1.555 1.909 -0.473  0.210
H -0.952 0.574 1.609  0.482
C 1.115 0.933 -0.649  -0.086
O -1.527 -0.971 0.251  -0.534
C -0.260 0.584 -0.174  0.189
H 1.737 -1.934 0.449  0.195
O 1.894 -0.032 -0.108  -0.514
H 0.978 0.719 -1.739  0.161
C 1.257 -1.043 0.504  -0.086
H -1.674 -0.464 -1.675  0.165
H 1.257 -0.568 1.469  0.176
H 0.185 -1.236 -1.193  0.188
O -0.622 1.249 0.985  -0.708
C -1.782 0.093 -0.692  -0.068
H -2.666 0.572 -0.443  0.200
C -0.060 -0.824 -0.161  0.027

---

<Q>
Entry from the OMol25 dataset: a single C5H8O3 molecule (the ωB97M-V functional and the def2-TZVPD basis).

Computed properties:
Total charge: 0
HOMO (eV): -9.09
Orbital gap (eV): 9.870

Each line ends with the natural charge from an NBO analysis.
Cartesian coordinates (Å):
C 0.158 -0.536 0.721  -0.308
C -1.146 -1.081 0.191  0.084
H -0.772 1.417 -0.619  0.502
H 0.977 0.079 -1.309  0.197
O 2.548 -0.746 -0.312  -0.693
H 0.750 -1.204 1.469  0.248
C -2.323 -0.149 0.210  -0.113
H 1.399 1.360 1.201  0.217
O 0.032 1.735 -0.048  -0.754
H 3.160 0.234 -0.084  0.453
O -1.375 -0.029 -0.921  -0.546
H -3.308 -0.512 0.087  0.189
H -2.416 0.650 0.864  0.193
H -1.270 -2.250 0.038  0.235
C 1.214 -0.199 -0.307  0.058
C 0.736 0.722 0.618  0.037

---

<R>
Entry from the OMol25 dataset: a single C5H8O3 molecule (the ωB97M-V functional and the def2-TZVPD basis).

Computed properties:
Total charge: 0
HOMO (eV): -9.84
Orbital gap (eV): 10.624

Each line ends with the natural charge from an NBO analysis.
Cartesian coordinates (Å):
O 1.752 1.373 -0.776  -0.700
H 0.294 0.225 1.973  0.208
H 2.262 -1.277 1.324  0.230
C -1.181 -0.763 -0.386  0.808
H 1.704 -1.090 -0.524  0.255
H 0.914 1.796 -0.816  0.476
C 1.758 -0.740 0.534  -0.439
C -2.507 -0.205 -0.814  -0.726
O -0.927 -1.916 -0.059  -0.564
C 0.613 0.142 0.890  0.033
O -0.293 0.265 -0.194  -0.542
H -3.145 -1.028 -1.103  0.235
H 2.282 1.505 1.265  0.185
H -2.359 0.493 -1.658  0.238
H -3.065 0.393 -0.147  0.247
C 1.900 0.827 0.492  0.056

---

<S>
Entry from the OMol25 dataset: a single C5H8O3 molecule (the ωB97M-V functional and the def2-TZVPD basis).

Computed properties:
Total charge: 0
HOMO (eV): -9.40
Orbital gap (eV): 10.161

Each line ends with the natural charge from an NBO analysis.
Cartesian coordinates (Å):
C 1.132 -0.586 -0.110  0.297
O -0.032 -0.220 1.713  -0.311
H 1.953 -1.293 -0.339  0.187
H 0.135 -2.138 -0.577  0.251
H -2.019 -1.067 0.274  0.242
H 0.042 2.020 -0.896  0.195
C -0.743 0.556 0.807  0.042
H 0.824 2.246 0.840  0.220
H -1.714 0.430 -1.125  0.221
C -0.096 -0.999 -0.790  -0.473
H -1.395 1.129 1.298  0.212
O 1.735 0.638 -0.256  -0.493
H 0.013 -0.843 -1.920  0.232
C -1.334 -0.311 -0.253  -0.440
C 0.398 1.449 0.104  -0.155
O 1.099 -1.011 1.230  -0.228

---

It turns out <R> is the most stable, with the second structure 3.365 eV higher.

---

<P>
Entry from the OMol25 dataset: a molecular structure, C5H8O3 (the ωB97M-V functional and the def2-TZVPD basis).

Computed properties:
Total charge: 0
HOMO (eV): -10.09
Orbital gap (eV): 11.077

Each line ends with the natural charge from an NBO analysis.
Cartesian coordinates (Å):
C -0.380 0.792 0.186  0.278
H 2.082 -0.475 1.084  0.187
H -1.713 -0.447 -1.528  0.176
O 0.658 -1.203 -0.431  -0.605
H 2.654 -0.358 -0.473  0.201
H -0.798 -2.075 0.767  0.197
C 1.009 1.362 -0.007  -0.431
C -1.889 -0.304 -0.408  -0.113
C -0.727 -1.106 0.272  0.307
O -0.531 -0.201 1.307  -0.508
H 1.222 1.866 -0.962  0.232
C 1.745 -0.225 0.023  -0.061
H -0.201 0.165 -0.603  0.196
H 1.490 1.906 0.770  0.214
O -1.821 0.980 -0.016  -0.473
H -2.801 -0.677 0.018  0.204

---

<Q>
Entry from the OMol25 dataset: a single C5H8O3 molecule (the ωB97M-V functional and the def2-TZVPD basis).

Computed properties:
Total charge: 0
HOMO (eV): -8.99
Orbital gap (eV): 9.769

Each line ends with the natural charge from an NBO analysis.
Cartesian coordinates (Å):
C -0.499 0.040 0.502  0.337
H 3.305 -0.086 0.326  0.244
O 0.111 1.328 -0.073  -0.520
C -2.001 -0.027 0.671  -0.100
C 1.521 -1.185 0.083  -0.077
H 1.840 -2.044 -0.537  0.213
H -2.371 0.725 1.313  0.210
C 1.510 1.114 -0.107  0.197
H 1.214 -1.880 1.146  0.175
H -2.239 -1.186 1.069  0.180
H 1.958 2.131 -0.392  0.204
O -2.569 -0.055 -0.646  -0.730
H -1.775 -0.410 -1.349  0.495
O 0.147 -0.855 -0.532  -0.585
H -0.086 -0.109 1.649  0.176
C 2.242 -0.023 -0.019  -0.418

---

It turns out <Q> is the most stable, with the second structure 2.076 eV higher.

---

<P>
Entry from the OMol25 dataset: a gas-phase ion, C5H5N2O2S (charge -1) (the ωB97M-V functional and the def2-TZVPD basis).

Computed properties:
Total charge: -1
HOMO (eV): -2.76
Orbital gap (eV): 5.998

Each line ends with the natural charge from an NBO analysis.
Cartesian coordinates (Å):
O -1.041 2.704 0.217  -0.714
C -0.887 1.381 -0.270  0.179
H 2.147 -1.194 1.694  0.171
H 2.685 -0.530 0.131  0.180
H 0.234 0.076 1.583  0.365
C 1.935 -0.670 0.771  -0.225
N 0.691 -2.107 -0.242  0.020
H -1.732 3.206 -0.248  0.467
O 1.144 -3.292 -0.068  -0.632
S -1.604 -1.015 -1.564  0.230
C 0.477 0.878 -0.274  -0.135
H -2.953 1.081 -0.889  0.197
C -1.889 0.733 -0.867  -0.483
C -0.142 -1.472 -0.816  -0.110
N 0.935 0.222 0.844  -0.509

---

<Q>
Entry from the OMol25 dataset: a gas-phase ion, C5H5N2O2S (charge -1) (the ωB97M-V functional and the def2-TZVPD basis).

Computed properties:
Total charge: -1
HOMO (eV): -3.11
Orbital gap (eV): 6.263

Each line ends with the natural charge from an NBO analysis.
Cartesian coordinates (Å):
C -0.294 -0.106 -0.545  0.102
C 1.999 0.307 -0.825  0.196
C -1.162 0.837 0.172  0.239
O -0.873 2.163 0.271  -0.673
O 1.874 -0.775 1.335  -0.637
H -0.464 -2.266 -0.944  0.228
S -2.186 -1.495 0.492  0.344
C -2.214 0.194 0.739  -0.520
H 2.777 0.669 -1.609  0.151
N 2.558 -0.268 0.205  -0.340
H 0.947 -1.132 1.219  0.456
H -2.921 0.727 1.396  0.221
H -0.100 2.209 -0.239  0.489
C -0.705 -1.377 -0.371  -0.524
N 0.763 0.313 -1.296  -0.732

---

It turns out <Q> is the most stable, with the second structure 5.105 eV higher.